(1)
One molecule with the formula C5H4F2N2O2S, computed with ωB97M-V/def2-TZVPD.

CARTESIAN COORDINATES (ANGSTROEM)
1 C -0.33837 2.73411 0.53707
2 C 0.16030 1.47944 0.26117
3 C -1.98140 1.34061 0.73348
4 C -0.73646 -0.87324 0.41146
5 C 1.77354 -1.86285 -1.59939
6 N -1.72209 2.62786 0.72899
7 N -0.85823 0.56002 0.44404
8 O -1.55360 -1.70995 0.61012
9 O 0.90355 -2.90388 0.58588
10 F 0.72660 -1.69938 -2.45247
11 F 2.58463 -0.83077 -2.00768
12 S 1.03991 -1.33738 0.15745
13 H 0.04994 3.75773 0.57257
14 H 1.21549 1.18203 0.10835
15 H -2.89517 0.79222 0.85494
16 H 1.63136 -3.25656 0.05403

Computed properties:
**Frontier orbital gap**: 8.66 eV
**HOMO**: -9.54 eV

Löwdin atomic charge list, values in e, 6 entries:
1 C -0.104
2 C -0.107
3 C -0.125
4 C -0.506
5 C -0.359
6 N 0.068

---

(2)
C5H4F2O as an isolated structure, computed with ωB97M-V/def2-TZVPD.

CARTESIAN COORDINATES (ANGSTROEM)
1 C 1.98631 0.27715 -0.19510
2 C 0.69661 0.14036 0.03698
3 C -0.19546 -0.94754 0.19866
4 C -1.48053 -0.33719 -0.16936
5 C -1.36580 1.04498 -0.02966
6 H 2.58362 1.19868 -0.30631
7 H -0.19526 -0.95017 1.59370
8 H 0.03801 -2.08551 -0.21862
9 H -2.08624 1.74144 -0.15618
10 O -0.04353 1.41505 -0.11126
11 F 2.83357 -0.71015 -0.28650
12 F -2.77130 -0.78710 -0.35635

Computed properties:
**Frontier orbital gap**: 8.52 eV
**HOMO**: -8.09 eV

Löwdin atomic charge list, values in e, 6 entries:
1 C -0.113
2 C -0.262
3 C -0.086
4 C -0.242
5 C -0.021
6 H 0.145

---

(3)
A 2-piece molecular cluster, C5H4F6N3O overall, computed with ωB97M-V/def2-TZVPD.

CARTESIAN COORDINATES (ANGSTROEM)
1 C -0.27180 0.88064 -0.58288
2 C 1.41093 -0.41205 0.64088
3 C -0.66807 -1.49986 -0.24960
4 C -1.86523 -1.61359 2.27514
5 C -0.94705 -2.64737 -1.14045
6 N 0.82546 0.84797 0.13269
7 N 0.58023 -1.47486 0.42476
8 N -1.00191 -0.24339 -0.72469
9 O 2.47696 -0.47548 1.20570
10 F -0.71300 -2.28017 2.54946
11 F -1.91200 -0.41985 2.81762
12 F -2.98801 -2.28569 2.37294
13 F -2.27235 -2.72506 -1.44240
14 F -0.24764 -2.43392 -2.34007
15 F -0.61404 -3.82827 -0.65526
16 H -0.55063 1.84528 -0.96298
17 H 1.41730 1.54946 0.43316
18 H 0.73265 -2.50243 0.84458
19 H -1.87289 -0.20956 -1.20566

Computed properties:
**Charge**: +1
**Frontier orbital gap (alpha / beta)**: 8.11 / 7.67 eV
**HOMO (alpha / beta)**: -13.15 / -13.37 eV

Löwdin atomic charge list, values in e, 6 entries:
1 C 0.031
2 C -0.407
3 C -0.145
4 C -0.383
5 C -0.532
6 N 0.219

---

(4)
An isolated ion of composition C5H4F6N3O and charge +1, computed with ωB97M-V/def2-TZVPD.

CARTESIAN COORDINATES (ANGSTROEM)
1 C 0.64810 -0.00364 0.69361
2 C 0.18396 -0.87917 -1.58029
3 C -1.97199 -0.12235 -0.45197
4 C -2.25811 -1.40122 0.37843
5 C -3.05893 0.95738 -0.24752
6 N 0.99010 -0.61370 -0.47607
7 N -1.15518 -0.19000 -1.48873
8 N -0.51842 0.32924 1.07926
9 O 0.50417 -1.45551 -2.55462
10 F -3.41931 -1.86444 -0.13051
11 F -1.32021 -2.40505 0.25443
12 F -2.56293 -1.19487 1.63731
13 F -3.08807 1.41098 1.00051
14 F -2.82673 1.92617 -1.12379
15 F -4.21096 0.40387 -0.61286
16 H 1.35716 0.26823 1.46126
17 H 1.97992 -1.02668 -0.68543
18 H -1.46073 0.00524 -2.48348
19 H -0.61913 0.82111 1.96481

Computed properties:
**Spin multiplicity**: 3
**Charge**: +1
**Frontier orbital gap (alpha / beta)**: 7.84 / 6.62 eV
**HOMO (alpha / beta)**: -12.52 / -16.08 eV

Löwdin atomic charge list, values in e, 6 entries:
1 C -0.102
2 C -0.409
3 C -0.127
4 C -0.538
5 C -0.594
6 N 0.167